The following is a quantum chemistry calculation of C28H24N8O2S4Se2SrTe2 as an isolated structure, from OMol25.

ΔE to the lowest compared entry with this formula, charge and spin: 140.5 kJ/mol
orbital gap: 3.67 eV
net charge: 0
M: 1133.56 g/mol
HOMO energy: -5.1 eV

Positions of all 71 atoms, in Å:
Sr: -0.07 0.11 0.09
S: -0.08 -0.02 8.12
N: 0.79 0.89 7.09
C: 0.43 0.54 5.87
C: 0.98 1.06 4.65
C: 2.00 2.01 4.63
C: 2.52 2.40 3.42
C: 2.00 1.83 2.26
N: 1.01 0.96 2.26
C: 0.48 0.57 3.43
C: -0.60 -0.42 3.40
N: -1.11 -0.79 2.22
C: -2.04 -1.73 2.17
C: -2.52 -2.38 3.30
C: -2.05 -1.99 4.53
C: -1.09 -0.98 4.60
C: -0.57 -0.48 5.85
N: -0.94 -0.88 7.05
H: 2.37 2.40 5.57
H: 3.33 3.12 3.37
H: 2.42 2.09 1.30
H: -2.41 -1.99 1.18
H: -3.25 -3.17 3.20
H: -2.40 -2.43 5.45
Se: -2.07 -2.24 -1.45
Te: -1.00 -3.16 -3.46
Te: 1.53 -3.62 -2.61
Se: 2.18 -1.33 -1.86
S: 0.23 8.07 0.15
N: -0.66 7.04 1.02
C: -0.33 5.82 0.62
C: -0.90 4.59 1.10
C: -1.92 4.55 2.05
C: -2.48 3.33 2.37
C: -1.99 2.19 1.75
N: -0.98 2.21 0.89
C: -0.43 3.38 0.55
C: 0.64 3.37 -0.45
N: 1.08 2.18 -0.90
C: 1.99 2.15 -1.86
C: 2.52 3.30 -2.44
C: 2.11 4.52 -1.98
C: 1.15 4.57 -0.96
C: 0.67 5.82 -0.40
N: 1.07 7.02 -0.75
H: -2.27 5.47 2.48
H: -3.29 3.25 3.09
H: -2.43 1.22 1.93
H: 2.31 1.16 -2.19
H: 3.25 3.21 -3.24
H: 2.49 5.45 -2.38
C: 1.23 -3.73 2.65
S: 1.87 -2.93 1.14
C: 3.54 -2.65 1.80
O: 1.23 -1.59 1.16
H: 1.77 -4.65 2.83
H: 0.18 -3.94 2.47
H: 1.35 -3.03 3.48
H: 4.04 -3.62 1.93
H: 3.47 -2.12 2.75
H: 4.08 -2.06 1.06
C: -2.64 3.44 -2.12
S: -1.77 1.87 -1.78
C: -1.79 1.26 -3.49
O: -2.73 1.05 -1.01
H: -3.57 3.22 -2.64
H: -1.99 4.08 -2.72
H: -2.85 3.91 -1.16
H: -1.28 1.99 -4.12
H: -2.82 1.11 -3.80
H: -1.25 0.31 -3.49